Entry 1:
{
  "formula": "C6H28BKN12O6",
  "method": "wB97M-V/def2-TZVPD",
  "e_lumo_ev": -2.5,
  "homo_lumo_gap_ev": 5.79,
  "homo_energy_ev": -8.293,
  "symbols": ["K", "B", "H", "H", "H", "H", "C", "O", "N", "N", "H", "H", "H", "H", "C", "O", "N", "N", "H", "H", "H", "H", "C", "O", "N", "N", "H", "H", "H", "H", "C", "O", "N", "N", "H", "H", "H", "H", "C", "O", "N", "N", "H", "H", "H", "H", "C", "O", "N", "N", "H", "H", "H", "H"],
  "positions_angstrom": [[4.4409, 2.6834, 1.4148], [0.3413, -0.0978, 0.7476], [1.3627, -0.4454, 0.7548], [-0.1840, -0.6341, -0.0275], [-0.1556, -0.2221, 1.6973], [0.3222, 0.9639, 0.5562], [-4.2532, 3.4192, -2.9661], [-5.3366, 4.0056, -3.0384], [-3.6677, 2.9970, -1.9107], [-3.5533, 3.1799, -3.9914], [-2.9017, 2.3388, -1.9187], [-4.1764, 2.8535, -1.0501], [-2.9200, 2.3933, -4.0081], [-3.7890, 3.4607, -4.9325], [4.0150, -6.6210, -0.9687], [4.7503, -5.8074, -0.4093], [4.3450, -7.8652, -1.3196], [2.8571, -6.2585, -1.3511], [3.7213, -8.5314, -1.7523], [5.3373, -7.9896, -1.1781], [2.4350, -5.3533, -1.2010], [2.4623, -6.9140, -2.0103], [-3.9002, -5.1144, 1.1748], [-4.5629, -6.0799, 1.4489], [-4.1691, -4.3113, 0.1752], [-2.8399, -4.7387, 1.7663], [-3.4645, -3.6336, -0.0786], [-4.9888, -4.1837, -0.4008], [-2.4508, -5.3232, 2.4923], [-2.2639, -3.9356, 1.5583], [2.6502, 1.1888, 7.3920], [3.7665, 1.1958, 7.7819], [2.0280, 2.2770, 6.9640], [1.8789, 0.2142, 7.6104], [2.5408, 3.0276, 6.5239], [1.0476, 2.1992, 6.7342], [2.3116, -0.6291, 7.9591], [0.9240, 0.1683, 7.2845], [1.2162, -0.9936, -5.5817], [1.3839, -1.3201, -6.7562], [0.0922, -0.8914, -4.9940], [2.0568, -0.3450, -4.9416], [0.1673, -0.9872, -3.9913], [-0.7423, -1.1227, -5.5137], [3.0028, -0.2725, -5.2881], [1.8066, -0.2994, -3.9642], [-0.2143, 8.2568, 0.5763], [0.2854, 9.3578, 0.7653], [0.0269, 7.2081, 1.2707], [-1.0946, 7.9716, -0.3893], [-0.4599, 6.3369, 1.1154], [0.8592, 7.3690, 1.8198], [-1.0516, 7.0318, -0.7568], [-1.2951, 8.8231, -0.8940]]
}

=====

Entry 2:
{
  "formula": "C6H28N2O8",
  "method": "wB97M-V/def2-TZVPD",
  "e_lumo_ev": 0.2,
  "homo_lumo_gap_ev": 9.32,
  "e_above_lowest_ev": 2.214,
  "homo_energy_ev": -9.152,
  "smiles": "C=N/C=C/C[C@H](C)N.O.O.O.O.O.O.O.O",
  "symbols": ["C", "N", "C", "C", "C", "C", "C", "N", "H", "H", "H", "H", "H", "H", "H", "H", "H", "H", "H", "H", "O", "H", "H", "O", "H", "H", "O", "H", "H", "O", "H", "H", "O", "H", "H", "O", "H", "H", "O", "H", "H", "O", "H", "H"],
  "positions_angstrom": [[-2.7018, 2.1183, -0.4622], [-2.5691, 0.8492, -0.6957], [-1.2991, 0.2595, -0.5254], [-0.7016, -0.3533, -1.5722], [0.5298, -1.0988, -1.1339], [0.5547, -2.5795, -0.8804], [1.8635, -3.0110, -0.1552], [0.2179, -3.2348, -2.1389], [-1.8863, 2.8016, -0.2942], [-3.6996, 2.5414, -0.4934], [-0.9099, 0.2409, 0.5085], [-1.0354, -0.2824, -2.5895], [1.3344, -0.8279, -1.8796], [0.8536, -0.5590, -0.1803], [-0.2518, -2.8207, -0.1403], [2.7282, -2.7594, -0.7566], [1.8699, -4.0887, 0.0574], [1.9677, -2.4970, 0.8300], [0.1910, -4.2467, -2.0801], [0.8338, -2.9735, -2.8510], [1.2279, -1.0377, 3.0377], [0.4279, -0.6135, 2.7601], [1.8392, -0.3407, 3.3144], [-1.1659, 1.1086, 3.2466], [-1.6257, 0.8517, 4.0472], [-1.4495, 0.4756, 2.5885], [-2.8920, -2.2007, -0.2989], [-2.2450, -2.5230, -0.9330], [-3.2219, -1.3614, -0.6586], [2.1902, 1.8054, -2.0292], [1.5068, 1.3284, -1.5510], [2.3487, 1.1111, -2.7077], [2.6109, 2.1776, 0.9640], [3.0631, 2.9018, 1.3976], [3.0209, 1.9040, 0.0965], [1.0503, 4.2345, -1.8839], [0.8947, 4.0577, -0.9744], [1.7304, 3.6437, -2.2594], [-2.0680, -1.1958, 2.0318], [-2.2170, -1.4455, 1.0742], [-1.6739, -1.8293, 2.6133], [-0.6503, 3.5008, 1.3078], [0.1460, 3.4118, 0.7138], [-0.7377, 2.5567, 1.5359]]
}

=====

Entry 3:
{
  "formula": "C6H28NO9",
  "method": "wB97M-V/def2-TZVPD",
  "e_lumo_ev": 3.0,
  "homo_lumo_gap_ev": 8.64,
  "e_above_lowest_ev": 0.889,
  "homo_energy_ev": -5.630,
  "total_charge": -1,
  "symbols": ["C", "O", "C", "C", "C", "C", "C", "N", "H", "H", "H", "H", "H", "H", "H", "H", "H", "H", "H", "H", "H", "H", "O", "H", "H", "O", "H", "H", "O", "H", "H", "O", "H", "H", "O", "H", "H", "O", "H", "H", "O", "H", "H", "O"],
  "positions_angstrom": [[3.1168, -0.6663, -0.2539], [2.7848, 0.5928, -0.7704], [1.9273, -1.6932, -0.3532], [0.8567, -1.3218, -1.3881], [-0.4886, -1.7396, -0.8824], [-1.2611, -2.6357, -1.4930], [-1.8585, -1.3413, 1.0933], [-0.9723, -0.8321, 0.0779], [3.4293, -0.5808, 0.7912], [3.9347, -1.0988, -0.8407], [1.5814, -1.7164, 0.6856], [2.2930, -2.7125, -0.5032], [0.9921, -0.3146, -1.7787], [1.1570, -1.9354, -2.2420], [-2.2959, -2.9001, -1.3029], [-0.8757, -3.2025, -2.3353], [-1.6761, -2.3416, 1.5010], [-1.8804, -0.7816, 2.0319], [-2.9108, -1.3117, 0.8152], [-0.2522, -0.2533, 0.5122], [2.1251, 0.9898, -0.1453], [0.4639, 2.5444, 0.2250], [0.2216, 3.4378, -0.1260], [1.0099, -3.0147, 2.5844], [0.4097, -1.7205, 3.1631], [0.2221, -2.6710, 2.9992], [-0.3071, 2.3440, 2.2402], [-1.3193, 3.3704, 1.6835], [-0.8766, 3.0814, 2.4854], [1.4521, 1.7846, 1.6166], [0.9300, 3.6410, -0.7477], [1.0440, 1.0690, 1.1180], [-1.0059, 1.1814, -1.9149], [-0.9427, 2.6729, -1.6466], [-0.5011, 1.9707, -2.1543], [1.9635, -1.0023, 2.8775], [1.0603, 0.2806, 2.2891], [1.4562, -0.2388, 3.1433], [-2.7565, 0.3850, -0.1612], [-4.0007, 0.6995, 0.7303], [-3.6901, 0.6213, -0.1702], [-1.6241, 1.4059, -3.7457], [-1.6029, -0.0890, -3.7234], [-1.7272, 0.6407, -4.3436]]
}

=====

Entry 4:
{
  "formula": "C6H28NO9",
  "method": "wB97M-V/def2-TZVPD",
  "e_lumo_ev": -2.9,
  "homo_lumo_gap_ev": 7.87,
  "e_above_lowest_ev": 2.013,
  "homo_energy_ev": -10.725,
  "total_charge": 1,
  "symbols": ["C", "C", "C", "C", "C", "C", "O", "N", "H", "H", "H", "H", "H", "H", "H", "H", "H", "H", "H", "H", "H", "H", "O", "H", "H", "O", "H", "H", "O", "H", "H", "O", "H", "H", "O", "H", "H", "O", "H", "H", "O", "H", "H", "O"],
  "positions_angstrom": [[-2.6570, 0.4923, 0.7589], [-1.9013, 1.7785, 0.5227], [-0.4365, 1.5452, 0.2071], [0.5726, 1.8121, 1.0512], [1.8948, 1.3124, 0.7453], [2.9864, 1.3372, 1.5138], [4.0921, 0.5986, 1.3831], [-2.2895, -0.5036, -0.3186], [-3.7380, 0.6177, 0.7372], [-2.3891, 0.0054, 1.6936], [-2.2881, 2.3584, -0.3283], [-2.0498, 2.4578, 1.3609], [-0.2148, 1.0944, -0.7539], [0.3795, 2.4529, 1.9021], [2.0766, 0.9719, -0.2699], [3.0443, 1.8026, 2.4966], [4.0093, -0.1918, 0.8098], [-2.1590, -0.0408, -1.2295], [-2.9469, -1.2779, -0.3455], [-1.4213, -0.9922, -0.0635], [0.2409, 2.1748, -4.0522], [-0.9955, 2.2309, -3.1706], [-0.4874, 1.6307, -3.7289], [2.5738, -2.1627, 0.5440], [2.1134, -1.1737, -0.5016], [2.9197, -1.4936, -0.0627], [1.6408, -0.3879, -4.2100], [0.2691, -0.1648, -3.6728], [1.0671, -0.6996, -3.5000], [-1.3229, -2.1579, 3.5114], [-0.5495, -2.3323, 2.2161], [-1.3786, -1.9641, 2.5696], [0.5013, 0.9138, 3.4277], [-0.4639, -0.0232, 2.5027], [0.0976, 0.0641, 3.2660], [2.1713, -2.5169, 2.4156], [1.0213, -1.4523, 2.6570], [1.3072, -2.2178, 2.1218], [0.3983, -2.3739, -1.1122], [0.5690, -1.0050, -1.8031], [0.2860, -1.4273, -0.9671], [-1.9983, 0.3654, -3.6900], [-2.3227, -1.1285, -3.5814], [-2.2222, -0.3292, -3.0523]]
}

=====

Entry 5:
{
  "formula": "C6H2BCl5CrF2O7P2",
  "method": "wB97M-V/def2-TZVPD",
  "spin_multiplicity": 5,
  "s2": 6.014,
  "e_lumo_ev": [4.1, 4.1],
  "homo_lumo_gap_ev": [6.58, 6.72],
  "e_above_lowest_ev": 0.656,
  "homo_energy_ev": [-2.517, -2.648],
  "total_charge": -2,
  "symbols": ["Cr", "O", "P", "O", "O", "O", "P", "O", "O", "O", "H", "H", "F", "B", "F", "Cl", "C", "C", "C", "Cl", "C", "Cl", "C", "Cl", "C", "Cl"],
  "positions_angstrom": [[-0.0153, 0.1124, 0.4161], [1.5954, -2.5129, 0.2153], [2.2363, -1.0995, -0.3027], [3.6122, -1.3282, -0.7809], [1.1474, -0.4917, -1.1821], [2.1667, -0.1574, 1.0191], [1.5949, -0.2271, 2.7335], [1.8385, -1.8459, 3.0187], [1.2466, 3.2355, 2.4769], [0.0747, -0.1947, 2.4025], [2.3166, -3.0332, 0.5845], [1.1032, -2.3098, 2.5898], [-0.8596, 2.7658, 1.4331], [0.5359, 2.9230, 1.4710], [0.9765, 2.5918, 0.1746], [-2.2592, -2.3581, 1.5027], [-2.9503, -1.0619, 0.5462], [-2.1096, -0.1184, -0.0197], [-2.7368, 0.8183, -0.8291], [-1.7472, 1.9837, -1.6735], [-4.1161, 0.8750, -1.0241], [-4.8452, 2.0938, -2.0227], [-4.9230, -0.0734, -0.4033], [-6.6456, -0.0289, -0.6140], [-4.3360, -1.0630, 0.3770], [-5.3432, -2.2768, 1.1073]]
}

=====

Entry 6:
{
  "formula": "C6H2F5O7P2ReSSbSe4",
  "method": "wB97M-V/def2-TZVPD",
  "e_lumo_ev": [-7.2, -7.2],
  "homo_lumo_gap_ev": [4.92, 4.93],
  "e_above_lowest_ev": 6.709,
  "homo_energy_ev": [-12.122, -12.122],
  "total_charge": 1,
  "symbols": ["Re", "F", "C", "C", "F", "C", "F", "C", "S", "C", "F", "C", "F", "O", "P", "O", "O", "O", "P", "O", "O", "O", "H", "H", "Se", "Sb", "Se", "Se", "Se"],
  "positions_angstrom": [[-1.5954, 0.1067, -0.8791], [4.7987, -0.2949, 1.4348], [3.7853, -0.2542, 0.6077], [2.6923, -1.0430, 0.8834], [2.7387, -1.7678, 1.9825], [1.6039, -1.0497, 0.0528], [0.5328, -1.7484, 0.4292], [1.5730, -0.2759, -1.1022], [0.2078, -0.0287, -2.1882], [2.6734, 0.5351, -1.3238], [2.6163, 1.3780, -2.3366], [3.7886, 0.5189, -0.5368], [4.8634, 1.2174, -0.8643], [-0.5440, 2.9685, 1.5524], [-1.2125, 1.5222, 1.5166], [-2.4615, 1.4799, 0.6875], [-0.2637, 0.5059, 0.8676], [-1.7506, 0.9261, 2.9388], [-2.3516, -0.7780, 2.8199], [-1.2313, -1.2496, 3.8347], [-2.6169, -1.2575, 0.3365], [-1.7640, -1.5888, 1.4643], [-0.3377, 3.4608, 2.3393], [-1.3277, -2.1275, 4.2099], [-1.0668, -0.2093, -5.6742], [-2.9925, -0.5406, -4.3589], [-2.5075, 1.5717, -2.0456], [-2.5255, -1.6101, -2.1974], [-5.3246, -0.3673, -4.4508]]
}

=====

Entry 7:
{
  "formula": "C6H2F6",
  "method": "wB97M-V/def2-TZVPD",
  "e_lumo_ev": -1.1,
  "homo_lumo_gap_ev": 8.92,
  "homo_energy_ev": -10.067,
  "symbols": ["C", "C", "C", "C", "C", "C", "F", "F", "F", "F", "F", "F", "H", "H"],
  "positions_angstrom": [[0.1722, -1.5240, 0.6339], [1.3486, -2.0604, 0.6495], [-1.2951, 0.5318, -0.2595], [-0.9666, -0.9384, 0.5037], [0.0702, 2.7235, -1.1385], [-0.0732, 1.3527, -0.3610], [1.9174, -2.6976, -0.3924], [2.1648, -2.1489, 1.7156], [-2.1277, -1.4444, 0.9045], [1.2860, 2.8342, -1.6497], [0.2747, 1.7438, 0.9117], [1.0364, 0.6130, -0.8470], [-1.8125, 0.1180, -1.0946], [-1.9949, 0.8967, 0.4237]]
}

=====

Entry 8:
{
  "formula": "C6H31N2O8",
  "method": "wB97M-V/def2-TZVPD",
  "e_lumo_ev": -2.3,
  "homo_lumo_gap_ev": 10.92,
  "e_above_lowest_ev": 1.876,
  "homo_energy_ev": -13.245,
  "total_charge": 1,
  "symbols": ["C", "C", "C", "C", "C", "N", "C", "N", "H", "H", "H", "H", "H", "H", "H", "H", "H", "H", "H", "H", "H", "H", "H", "H", "H", "O", "H", "H", "O", "H", "H", "O", "H", "H", "O", "H", "H", "O", "H", "H", "O", "H", "H", "O", "H", "H", "O"],
  "positions_angstrom": [[-2.1856, -2.5136, -0.0659], [-1.3069, -3.4608, -0.8992], [0.0807, -3.0061, -1.3146], [0.8664, -2.4947, -0.1008], [2.3145, -2.0767, -0.3682], [2.4627, -0.5994, -0.2868], [3.6828, -0.1176, -0.2213], [3.9640, 1.1238, -0.5785], [-3.1434, -2.9232, 0.2251], [-2.3225, -1.5491, -0.5538], [-1.6227, -2.1387, 0.8292], [-1.9284, -3.7377, -1.7635], [-1.2424, -4.3964, -0.3278], [0.4497, -3.7598, -2.0175], [0.0338, -2.1253, -1.9698], [0.9672, -3.2904, 0.6309], [0.2765, -1.6594, 0.2565], [3.0973, -2.5516, 0.2176], [2.5391, -2.3238, -1.4313], [1.6787, -0.0034, -0.5577], [4.4876, -0.8261, -0.0264], [3.1724, 1.6831, -0.8658], [4.8212, 1.5604, -0.2823], [1.6139, 2.2821, -2.8426], [0.7837, 1.9223, -1.4825], [1.6025, 1.8490, -1.9844], [-3.4383, 1.6837, 2.5851], [-3.8423, 0.3060, 3.0098], [-3.2919, 1.0402, 3.3019], [-4.2082, 1.6341, -2.2021], [-2.9614, 2.3478, -2.5156], [-3.2515, 1.4987, -2.1683], [2.0858, 0.9943, 2.0047], [3.2224, 1.9077, 2.4869], [2.8786, 1.4523, 1.7176], [0.6890, 2.9151, -0.0713], [0.1785, 4.4059, -0.1470], [0.0537, 3.5229, -0.4868], [-0.8576, 0.9608, -0.6684], [-0.5625, 0.8565, 0.8671], [-0.1707, 0.7420, -0.0274], [-3.0571, 1.7748, 0.0680], [-2.9460, 3.2530, 0.5226], [-2.9785, 2.3353, 0.8476], [-1.5193, 0.9445, 3.0917], [-0.4794, -0.1548, 2.9633], [-0.6862, 0.7119, 2.6021]]
}